(1)
15
Properties=species:S:1:pos:R:3:forces:R:3 method="wB97M-V/def2-TZVPD" lumo_energy_ev=-0.31 e_tot_ha=-413.00358 de_lowest_kcal_mol=75.3
N 2.31861 -0.71158 0.71222 -0.55 1.23 0.21
N -3.23738 0.94464 -0.57208 4.85 -1.24 1.16
N -0.69998 1.13671 -0.50440 -0.46 -6.68 0.64
N 3.51655 -0.57116 0.89543 1.93 1.85 -2.20
C 0.30838 0.11594 -0.13975 -2.55 0.36 -0.50
C -1.96479 0.48460 -0.45895 -2.23 0.13 -0.41
C 1.55398 0.38417 0.20007 1.97 1.62 -0.50
C -1.64826 -1.03280 -0.17917 -6.72 3.33 -0.12
C -0.40423 -1.25454 -0.03656 3.65 0.48 1.14
H -0.53166 2.06954 -0.49228 0.52 3.08 0.08
H -3.16285 1.95579 -0.43067 -0.30 0.10 -0.59
H 2.04369 1.47917 0.08067 -0.97 -2.69 0.45
H 3.94326 0.38316 0.29979 -1.29 -2.11 2.06
H 0.00652 -2.20184 0.36290 0.23 1.05 -0.52
H -2.65397 -1.46028 0.14762 1.92 -0.52 -0.90

(2)
11
Properties=species:S:1:pos:R:3:forces:R:3 method="wB97M-V/def2-TZVPD" lumo_energy_ev=-0.81 e_tot_ha=-1510.22695 de_lowest_kcal_mol=169.4
Cl 1.48506 -0.62115 1.70421 0.29 -1.13 -0.12
Cl 2.85295 0.43444 -0.68527 0.53 -0.18 -0.06
S 0.70798 2.38287 0.95227 0.49 2.55 0.71
O -0.86331 0.78173 -0.32976 0.96 -1.87 1.41
C 0.45922 1.07746 0.16405 -4.27 -1.33 -0.92
C 1.32633 -0.07096 0.03233 2.08 1.15 0.95
C -1.48189 -0.65034 -0.28881 -1.55 2.41 -1.91
H -2.15475 -1.23918 1.15137 2.34 1.60 -3.77
H -2.67904 0.08552 -0.95944 3.28 -3.34 1.71
H 0.91534 -0.73372 -0.64432 -0.50 -1.86 -0.72
H -0.56791 -1.44666 -1.09665 -3.65 2.00 2.72

(3)
59
Properties=species:S:1:pos:R:3:forces:R:3 method="wB97M-V/def2-TZVPD" lumo_energy_ev=0.65 e_tot_ha=-1810.40468 de_lowest_kcal_mol=83.4 smiles="O=C(CNc1cc(S(=O)(=O)N2CCOCC2)ccc1N1CCCC1)NCc1ccco1"
S -2.42303 -0.13307 -1.19229 0.34 -0.31 0.34
O -2.45956 1.30032 -1.33651 -0.08 0.11 0.25
O -2.85228 -0.91808 -2.31811 0.04 -0.15 0.20
O -1.24822 1.91379 1.75172 -0.40 0.28 -0.24
O 2.56788 3.55570 -0.54572 0.33 0.05 0.26
O -6.09348 -0.66092 0.06331 -0.13 -0.05 0.15
N 3.35210 -0.81634 0.01349 0.02 0.34 0.08
N 2.47119 0.85109 -1.96353 0.41 -0.07 -0.15
N 0.39186 3.08145 -0.91201 -0.48 0.24 -0.03
N -3.26146 -0.57568 0.19690 0.71 0.32 -0.91
C -3.96812 -1.84012 0.09775 -0.38 -0.46 -0.27
C 2.06798 2.16928 -2.43751 0.02 0.09 0.27
C -0.33713 -1.33321 0.25280 -0.09 -0.13 -0.05
C 0.95865 1.77750 1.99327 -0.40 0.42 -0.27
C 4.26784 -2.95050 -0.49218 -0.01 0.08 -0.07
C 0.19118 0.12190 -1.58328 0.27 -0.08 -0.16
C 4.17043 -1.49605 -0.98446 0.16 -0.30 -0.23
C 1.70595 3.02416 -1.21681 -0.14 -0.08 -0.62
C 1.97301 -0.78577 -0.24253 -0.30 0.04 -0.12
C 1.54473 0.07753 -1.28197 -0.39 -0.35 0.07
C 4.17673 -2.83172 1.03823 -0.03 0.02 0.04
C 0.35354 0.78213 2.79725 -0.62 0.00 0.09
C 3.83086 -1.34683 1.27722 0.15 0.02 0.24
C -5.41733 0.57804 0.06818 0.19 0.15 0.18
C -4.07717 0.46431 0.79589 -0.37 0.59 -0.05
C -0.73273 -0.54090 -0.79902 -0.43 0.12 0.07
C -5.32832 -1.65577 -0.58233 0.18 -0.22 -0.05
C -0.98621 0.91412 2.60928 0.56 -0.50 0.57
C -0.04298 3.56140 0.38873 0.00 -0.12 0.08
C 1.02282 -1.48083 0.49428 0.03 0.00 -0.22
C -0.06283 2.44389 1.38200 0.94 0.13 0.09
H 5.16201 -1.03244 -0.98715 -0.02 -0.01 -0.09
H 0.84796 0.07685 3.43314 0.04 -0.20 0.16
H -5.91658 -2.57346 -0.52960 0.09 0.01 -0.06
H -1.82370 0.38282 3.01395 -0.21 -0.03 0.00
H 4.74176 -0.79171 1.52519 -0.08 -0.06 0.08
H 1.24377 2.08544 -3.14456 0.04 0.02 -0.04
H 2.92837 2.61331 -2.94123 -0.19 0.04 0.05
H -0.18536 0.69540 -2.41390 0.11 0.20 -0.12
H 5.19025 -3.42480 -0.81983 0.00 -0.07 -0.06
H -4.24227 0.20010 1.84526 0.05 0.01 -0.05
H -1.06734 -1.82677 0.87181 -0.06 -0.03 0.14
H 3.40190 -3.48659 1.43444 0.01 -0.05 0.04
H -5.23085 0.91304 -0.96314 -0.07 0.03 0.07
H -0.29074 2.53123 -1.41306 0.20 0.02 -0.06
H -5.15815 -1.38290 -1.63310 -0.08 -0.07 0.10
H -3.35174 -2.52396 -0.48462 -0.12 -0.20 0.12
H 3.10949 -1.18257 2.07416 0.01 0.05 0.02
H -4.10150 -2.22936 1.11278 0.06 0.01 -0.08
H 1.33478 -2.13341 1.29389 0.09 -0.05 0.11
H 3.42804 -3.52566 -0.88226 0.02 -0.03 -0.03
H 3.34325 0.89738 -1.44613 -0.08 0.00 0.00
H 2.00356 1.98137 1.88231 0.25 0.12 -0.09
H -3.52056 1.39708 0.72914 -0.15 0.05 0.20
H 3.73288 -1.41485 -1.97730 0.06 0.08 0.00
H 0.67118 4.32706 0.70332 -0.22 -0.08 -0.01
H 5.11651 -3.09277 1.52135 -0.01 -0.04 0.06
H -6.07965 1.28426 0.57150 0.09 0.04 -0.07
H -1.04320 3.98511 0.29161 0.09 0.07 0.04

(4)
72
Properties=species:S:1:pos:R:3:forces:R:3 method="wB97M-V/def2-TZVPD" s2=0.76 total_charge=+1 lumo_energy_ev="-4.08 / -4.12" e_tot_ha=-2681.75775 de_lowest_kcal_mol=0.0 spin_multiplicity=2
Re 0.75758 0.80440 1.43539 -0.35 -0.15 0.12
S -2.52880 1.39705 4.44865 0.01 -0.01 -0.01
O -0.24549 -1.56092 4.39942 0.10 -0.03 -0.04
O 3.12887 -1.60531 -1.01723 -0.08 -0.02 -0.07
O 0.51493 2.36303 0.37393 0.51 -0.10 -0.25
O 1.60155 -0.75721 -5.32633 -0.06 0.07 0.01
O 1.40694 -0.61658 2.53324 0.05 0.16 -0.02
O 1.87181 -0.13399 0.03874 0.26 0.18 0.33
O 2.72314 -6.29077 0.36366 0.01 0.00 0.07
O 0.62053 -3.29063 5.34883 0.07 0.07 -0.01
O 1.92436 -6.80367 2.30229 0.07 0.05 -0.06
N 2.24184 -6.01065 1.44106 -0.10 -0.05 -0.03
N 0.97597 0.29713 -3.02786 -0.03 0.00 -0.03
N -0.38530 1.44152 3.05767 0.01 0.08 -0.11
N 0.47496 -2.54365 4.40796 -0.16 -0.04 -0.04
C -1.26040 -1.04618 0.02186 0.04 0.03 -0.09
C 2.10702 -2.30061 1.01559 0.07 0.03 0.02
C -3.50205 -1.41101 0.85309 0.03 0.02 0.00
C 1.08896 2.88138 4.44413 0.01 0.00 -0.01
C -2.02340 0.07988 1.99617 0.01 -0.07 0.02
C -3.26268 -0.53764 1.90393 0.00 0.00 -0.02
C -1.61311 0.94917 3.08657 -0.03 0.03 0.02
C 1.53604 -1.90589 2.23495 -0.06 -0.08 -0.01
C -0.47530 4.25691 -0.60032 -0.08 -0.07 0.01
C -0.09452 -0.06382 -3.90097 0.02 0.02 0.02
C 0.09284 3.71196 6.48867 0.02 -0.01 -0.02
C -1.00516 -0.14541 1.05150 0.02 -0.05 0.01
C 0.10508 2.99844 -0.73592 -0.36 -0.03 0.16
C 1.41596 -4.23138 2.92045 -0.01 0.01 -0.02
C -1.09933 3.06814 6.22379 0.02 0.00 -0.01
C -0.33047 3.07955 -3.12110 -0.01 0.03 -0.01
C -2.05694 -0.92420 -5.61966 0.01 0.01 0.03
C -0.72638 -1.07677 -5.98273 -0.01 0.01 0.00
C -0.10894 2.23080 4.16975 0.00 -0.04 0.06
C -1.18448 2.32513 5.05161 0.02 0.00 0.01
C 2.44252 -1.30994 -0.06205 -0.23 -0.14 -0.09
C -2.50149 -1.66957 -0.07627 0.01 0.02 0.01
C 1.05418 1.25600 -2.16522 0.07 0.03 -0.14
C 2.00084 -4.58323 1.71897 0.02 0.06 0.01
C -0.91527 4.31616 -2.97723 0.02 0.02 0.11
C 0.19995 2.40629 -2.00803 0.05 0.00 0.00
C -1.42223 0.05642 -3.52702 0.00 0.01 -0.01
C 0.27163 -0.64981 -5.11569 0.06 -0.02 -0.01
C 1.17112 -2.89564 3.15883 0.04 0.05 -0.03
C 2.34691 -3.64349 0.76810 0.01 -0.03 0.05
C 2.03779 -1.36592 -6.54149 0.01 -0.03 0.00
C 1.17668 3.61788 5.60685 -0.02 0.01 0.03
C -2.41140 -0.36875 -4.39692 0.01 -0.01 -0.03
C -0.98004 4.90397 -1.70996 0.02 -0.07 -0.10
H -0.47380 -1.52673 -6.93093 0.00 0.00 0.00
H 2.09897 4.12928 5.84500 0.00 0.00 0.00
H 2.80370 -3.94344 -0.16410 0.00 0.00 -0.01
H -1.43197 5.87971 -1.59334 0.00 0.01 -0.01
H 1.78696 -0.31865 -3.08148 -0.02 -0.07 0.12
H -0.23103 2.64001 -4.10490 -0.01 -0.02 0.01
H -2.82707 -1.25760 -6.30160 -0.01 0.00 -0.01
H -0.53601 4.69559 0.38598 0.00 0.00 0.01
H -4.02998 -0.35544 2.64649 -0.01 0.00 0.01
H -0.48547 -1.28262 -0.70168 -0.06 0.04 0.03
H -1.67525 0.46980 -2.55966 -0.01 0.01 0.00
H 1.69424 -2.39954 -6.59892 0.00 0.00 -0.01
H -1.93457 3.13569 6.90650 -0.01 0.00 0.01
H -4.46076 -1.90296 0.76852 -0.01 -0.01 0.00
H 1.67946 -0.80179 -7.40322 0.01 0.00 0.00
H 1.92664 2.80159 3.76314 0.00 0.00 0.00
H 0.19196 4.29464 7.39365 0.00 0.01 0.01
H 3.12188 -1.34085 -6.51269 0.00 -0.01 0.00
H -2.68502 -2.37238 -0.87947 0.00 0.01 0.00
H -3.45115 -0.27741 -4.11793 -0.01 0.00 0.00
H 1.91586 1.17814 -1.52072 0.08 0.06 0.01
H 1.14504 -4.98156 3.64925 0.00 0.01 -0.01
H -1.29942 4.83790 -3.84154 -0.01 0.01 0.00

(5)
8
Properties=species:S:1:pos:R:3:forces:R:3 method="wB97M-V/def2-TZVPD" lumo_energy_ev=0.74 e_tot_ha=-643.27634 de_lowest_kcal_mol=23.7
S -1.62596 0.58652 0.27300 0.61 0.04 -0.05
O 2.61850 -1.31802 0.67492 -0.83 -0.49 -0.57
O -0.55093 1.92979 0.11519 0.50 -1.81 -0.06
N -0.69788 -0.64858 -0.32423 -1.18 0.99 1.82
C 1.75738 -1.78761 0.10755 1.77 0.07 0.63
H -0.55708 -0.59366 -1.28841 0.49 -0.13 -1.67
H -1.06425 2.70779 0.22255 -0.87 1.26 0.07
H 0.12021 -0.87622 0.21942 -0.50 0.06 -0.17

(6)
42
Properties=species:S:1:pos:R:3:forces:R:3 method="wB97M-V/def2-TZVPD" lumo_energy_ev=-0.53 e_tot_ha=-1070.07938 de_lowest_kcal_mol=76.3
O 2.34343 -0.12452 -2.32894 -1.56 1.74 1.43
O 0.00114 -0.87211 1.94967 -0.41 0.11 -0.52
O 4.35762 0.55637 -0.42194 0.68 0.19 -0.04
O 1.25676 -2.59185 -2.90519 -0.70 -0.30 0.61
O 2.63796 -1.07104 2.95301 0.77 0.90 -0.08
O -1.76882 -2.11693 3.70897 -0.31 0.06 -0.17
O -3.85618 2.32769 -0.52963 0.14 0.11 -0.04
O -0.08337 1.44367 -0.99809 0.04 -0.16 0.45
O 3.43883 2.98363 0.81402 -0.90 1.04 -1.32
O -3.93969 -2.64967 0.45458 -0.67 0.04 -2.10
O -1.37657 0.98772 -4.89455 0.04 -0.13 0.56
O -1.57007 3.92986 -0.34243 -0.82 -0.53 -0.45
O 1.02128 -2.95089 0.10844 0.92 -2.19 -0.48
O -2.25596 0.11831 1.03005 -0.68 -2.03 1.08
H 4.71808 -0.22877 -0.00403 -0.20 -0.13 0.05
H -2.06771 0.75934 -4.26375 -0.29 0.03 -0.25
H -0.96151 -1.70037 3.39069 0.21 -0.03 0.23
H -3.64890 -1.81212 0.80494 0.36 -0.40 1.09
H 2.68975 2.86224 1.39227 0.50 -0.30 0.66
H 4.27122 2.67016 1.13682 0.21 -0.63 0.68
H 1.78629 -0.89180 -2.50083 1.80 -0.24 -0.87
H 0.24249 -0.04622 1.52041 0.33 0.19 0.08
H -4.31196 1.54242 -0.83170 -0.28 -0.27 0.07
H 3.40161 0.48304 -0.41638 -0.24 -0.15 -0.06
H -0.98758 4.27737 0.30034 1.31 0.91 0.84
H 1.30717 -3.47958 -2.52401 0.41 -0.11 -0.31
H -2.73227 0.69674 1.62737 0.22 0.68 -0.57
H -0.22352 1.74484 -0.10249 -0.48 -0.15 0.70
H 1.88506 -2.53818 0.08052 -0.28 0.67 0.08
H -1.78769 0.47714 0.29910 -0.08 1.39 -0.94
H -0.94313 -0.89687 1.67623 0.16 -0.05 0.28
H -2.34611 3.75353 0.19872 -0.44 -0.20 -0.22
H 2.57902 -1.98203 3.21242 -0.31 -0.57 0.03
H -3.35316 2.60387 -1.30255 0.14 0.13 -0.06
H -1.54592 -2.53488 4.54018 0.08 -0.08 0.16
H 0.32009 2.26381 -1.28225 0.33 0.17 -1.08
H -0.59745 0.84619 -4.34325 0.29 0.09 -0.29
H 0.67399 -2.22122 -2.22375 -0.17 0.02 -0.24
H 3.24599 0.03250 -2.58183 0.23 -1.16 -0.59
H 1.82631 -0.83688 2.50026 -0.23 -0.53 0.17
H 0.29939 -2.35894 0.14015 -0.55 1.42 0.41
H -3.94589 -3.45557 0.95842 0.43 0.45 1.02